DFT (ωB97M-V/def2-TZVPD) results for C30H32BN13OZn as an isolated structure.

Each line ends with the Mulliken spin population.
Positions of all 78 atoms, in Å:
C1 0.36 1.83 -2.87  0.04
Zn1 -0.08 -0.15 0.31  -0.01
H1 2.86 0.82 -4.58  0.00
H2 -2.14 -3.16 0.93  0.00
H3 -0.27 2.58 -4.86  0.00
C2 -1.09 5.55 3.36  0.00
H4 -0.52 -6.73 3.20  0.00
C3 3.17 -2.04 1.67  0.00
N1 -1.71 0.31 -0.59  0.01
H5 -0.49 -3.15 4.20  0.00
C4 -3.23 2.10 -2.94  0.00
C5 -1.72 3.31 1.86  0.00
H6 1.47 2.76 -4.55  0.01
H7 -1.15 0.52 -5.52  0.00
C6 -0.08 4.85 2.73  0.00
C7 -0.32 0.02 -5.02  0.07
H8 1.63 -1.23 -2.81  0.01
C8 -2.41 5.14 3.24  0.00
C9 -0.32 -3.91 -1.66  0.00
N2 -0.17 -2.84 0.18  0.00
H9 -1.89 0.75 3.07  0.00
H10 -2.47 -4.48 -1.44  0.00
N3 1.80 -0.77 0.50  0.00
H11 2.47 3.48 2.26  0.00
C10 3.92 -1.00 1.16  0.00
C11 -1.45 -0.23 3.13  0.00
H12 -1.95 2.44 1.26  0.00
H13 -1.63 0.27 -3.26  0.01
C12 0.18 -6.00 2.82  0.00
C13 -4.38 2.62 -0.79  0.00
H14 2.68 2.83 0.63  0.00
C14 1.65 -0.16 -2.98  0.03
N4 0.86 -4.14 2.03  0.00
N5 -0.23 -4.81 2.46  0.00
H15 -0.74 -1.26 -3.25  0.02
C15 -1.59 -3.99 -1.06  0.00
C16 -0.38 3.71 1.97  0.00
C17 -2.51 1.07 -0.95  -0.01
C18 1.98 0.17 -4.51  0.06
H16 4.98 -0.82 1.30  0.00
N6 -0.25 -1.92 2.51  0.00
N7 -5.13 3.19 -0.14  0.00
H17 0.00 -4.36 -2.59  0.00
H18 1.15 2.27 -2.26  0.00
H19 -0.60 2.24 -2.58  0.01
H20 -2.03 -1.08 5.09  0.00
C19 -3.41 1.91 -1.55  0.00
C20 3.02 -0.23 0.44  0.00
C21 2.06 3.46 1.25  0.00
C22 1.96 -4.93 2.12  0.00
B1 0.62 -2.73 1.52  0.00
N8 0.85 0.85 -5.07  0.34
C23 -0.72 -2.22 3.73  0.00
C24 -1.50 -1.16 4.16  0.00
H21 0.94 5.18 2.83  0.00
H22 2.07 4.48 0.86  0.00
H23 2.18 -0.74 -5.07  0.01
H24 2.93 -4.62 1.77  0.00
H25 2.19 -6.99 2.85  0.00
H26 -0.12 -0.93 -5.51  0.00
C25 0.61 2.11 -4.42  0.06
N9 0.53 -3.22 -0.92  0.00
C26 0.65 2.93 1.28  0.00
N10 -0.69 -0.69 2.14  0.00
N11 1.91 -1.90 1.25  0.00
H27 -3.76 3.72 2.35  0.00
N12 -2.98 2.20 -4.06  0.00
H28 -3.19 5.70 3.73  0.00
H29 -0.85 6.43 3.95  0.00
H30 2.40 0.29 -2.34  0.01
C27 -2.73 4.02 2.47  0.00
C28 1.57 -6.14 2.63  0.00
H31 3.19 0.69 -0.10  0.00
C29 -1.45 -3.31 0.12  0.00
O1 0.38 1.87 0.72  0.01
H32 3.47 -2.83 2.34  0.00
C30 -0.68 -0.20 -3.48  0.03
N13 0.36 0.40 -2.67  0.27

Calculated values
Total charge   +1
2S+1   2
ΔE to the lowest compared entry with this formula, charge and spin   0.0000 eV
HOMO-LUMO gap (spin up / spin down)   0.2938 / 0.1761 Eh

***

DFT (ωB97M-V/def2-TZVPD) results for C30H32BN13OZn as an isolated structure.

Each line ends with the Mulliken spin population.
Positions of all 78 atoms, in Å:
H1 -2.34 1.42 1.62  0.00
H2 4.16 6.12 0.68  0.00
C1 3.25 1.73 -1.43  0.00
N1 4.10 3.11 1.93  0.00
H3 -0.19 1.00 -3.47  0.01
H4 -4.96 -2.26 -3.46  0.00
C2 3.15 0.89 -2.51  0.00
B1 2.14 1.91 0.89  0.00
H5 -2.91 1.41 -1.19  0.02
H6 3.77 0.85 -3.38  0.00
H7 3.97 2.50 -1.23  0.00
C3 0.28 3.27 2.07  0.00
C4 -2.00 4.22 -2.51  0.08
H8 4.06 1.29 2.95  0.00
N2 -2.52 -5.41 1.99  0.00
H9 1.09 -3.49 -2.63  0.00
N3 -2.30 3.35 -3.62  0.27
N4 3.03 3.10 1.12  0.00
H10 1.77 -2.31 2.53  0.00
H11 -4.06 2.68 -2.79  0.00
H12 1.63 -0.72 -2.79  0.00
C5 -2.48 -4.30 2.31  0.00
C6 3.24 -0.78 3.19  0.00
C7 -4.00 -2.75 -3.53  0.00
C8 -1.71 -2.96 -2.79  0.00
H13 -1.77 3.38 -0.49  0.00
H14 -2.22 0.40 -2.46  -0.01
H15 3.82 -1.25 3.96  0.00
N5 1.53 0.43 -1.04  0.00
H16 0.66 2.46 -2.95  0.00
Zn1 0.19 -0.28 0.26  -0.01
C9 -3.80 -3.77 -4.45  0.00
H17 -0.50 3.69 -4.58  0.00
N6 2.26 1.44 -0.57  -0.01
C10 2.19 -1.33 2.46  0.00
C11 -2.57 -4.41 -4.52  0.00
N7 0.68 2.29 1.24  0.00
H18 -2.93 4.61 -2.10  0.00
C12 -2.37 1.43 -2.13  0.04
C13 -1.22 3.38 -1.43  0.02
C14 2.05 0.08 -2.22  0.00
H19 2.13 4.52 -0.19  0.00
H20 -1.68 3.69 2.97  0.00
H21 -2.42 -5.21 -5.22  0.00
C15 0.55 -3.34 -1.70  0.00
C16 -2.42 -2.95 2.67  0.00
O1 -0.72 -1.35 -1.42  0.00
H22 0.96 4.02 2.42  0.00
N8 1.73 -0.43 1.59  0.00
H23 0.23 -4.32 -1.35  0.00
H24 -4.60 -4.08 -5.10  0.00
H25 1.22 -2.89 -0.97  0.00
H26 -1.39 5.05 -2.86  0.00
C17 -1.06 3.09 2.35  0.00
N9 -1.12 -1.36 1.21  0.00
N10 -1.08 2.03 -1.92  0.34
C18 -3.08 -2.52 3.83  0.00
H27 -1.37 2.23 -5.08  0.00
C19 4.65 4.30 1.84  0.00
C20 -1.72 -2.08 1.89  0.00
C21 -1.40 1.93 1.65  0.00
C22 3.94 5.11 0.95  0.00
C23 -0.63 -2.46 -1.92  0.00
H28 -0.23 3.79 -1.26  0.02
C24 2.92 4.31 0.50  0.00
N11 -3.63 -2.17 4.77  0.00
H29 -3.37 1.65 -4.07  0.00
C25 -3.14 2.26 -3.20  0.07
H30 -3.11 -1.57 -1.98  0.00
C26 -1.53 -4.01 -3.70  0.00
H31 -0.58 -4.51 -3.78  0.00
N12 2.46 0.68 1.75  0.00
H32 5.52 4.53 2.42  0.00
C27 -1.10 2.86 -4.22  0.08
C28 -2.97 -2.35 -2.71  0.00
C29 3.38 0.50 2.70  0.00
C30 -0.32 2.03 -3.14  0.02
N13 -0.35 1.47 0.99  0.00

Calculated values
Total charge   +1
2S+1   2
ΔE to the lowest compared entry with this formula, charge and spin   0.1661 eV
HOMO-LUMO gap (spin up / spin down)   0.2469 / 0.1113 Eh

***

DFT (ωB97M-V/def2-TZVPD) results for C30H32BaN11O8PS5 as an isolated structure.

Each line ends with the Mulliken charge.
Positions of all 88 atoms, in Å:
H1 -2.24 1.59 -4.32  0.45
H2 3.87 -2.78 6.45  0.36
N1 1.02 3.27 -4.40  -0.40
O1 1.33 -2.88 1.19  -0.42
H3 -5.34 2.03 0.60  0.32
N2 1.71 2.32 -2.48  -0.08
P1 -2.64 2.80 0.44  -0.73
H4 2.50 2.13 -0.68  0.28
S1 0.19 4.54 -2.16  -0.45
H5 -4.68 3.07 -2.25  0.28
H6 2.04 1.56 -3.08  0.27
C1 -2.17 2.03 -1.11  -0.70
H7 -3.78 3.41 -3.74  0.33
C2 -2.37 -4.49 0.41  -0.80
C3 -3.70 3.34 -2.66  -0.96
N3 2.70 -0.03 -3.34  -0.58
C4 2.63 -2.66 4.70  -0.63
O2 4.16 0.88 1.52  -0.78
C5 0.42 4.70 2.11  -0.87
H8 4.01 -0.36 -1.74  0.49
O3 -0.02 -1.54 2.70  -0.29
H9 0.88 2.53 -0.70  -0.42
C6 -1.03 3.36 1.11  -0.02
H10 -3.41 4.31 -2.27  0.33
C7 -0.81 -6.23 -0.16  -0.62
O4 0.43 -1.82 -1.65  0.31
C8 3.34 -1.08 3.01  -0.21
N4 -0.88 4.61 1.67  0.26
N5 -2.01 0.75 2.31  -0.17
C9 4.43 -0.74 3.80  -0.69
N6 -2.70 2.33 -2.34  0.68
H11 0.34 3.89 -4.80  0.25
H12 1.07 -2.34 -4.86  0.30
S2 -2.29 -1.89 -0.40  -0.24
S3 0.94 -2.64 2.59  1.11
H13 -0.43 0.06 -2.91  -0.10
O5 1.77 0.57 1.88  -0.71
H14 -3.26 -4.15 0.92  0.36
N7 1.61 1.97 -1.13  0.31
H15 3.75 -2.78 -1.60  0.31
C10 -1.14 0.80 -2.54  0.10
C11 -2.89 1.33 1.52  0.05
H16 1.12 2.37 -4.84  0.08
C12 1.00 3.50 1.81  -0.44
H17 0.83 -5.63 -1.39  0.36
N8 1.79 -1.99 -4.25  -0.18
C13 -0.45 -3.96 -0.97  0.07
C14 -0.07 -5.32 -0.88  -0.96
O6 1.26 -3.67 -2.58  -0.40
C15 4.63 -1.36 5.03  -0.49
C16 -2.03 1.55 -3.25  -1.25
O7 3.00 -0.94 0.40  -0.31
C17 -2.66 -0.34 2.86  -0.82
H18 -2.84 5.34 1.88  0.33
C18 3.73 -2.31 5.48  -0.58
H19 5.10 0.02 3.44  0.52
S4 3.07 -0.06 1.56  1.38
H20 0.79 5.59 2.59  0.39
H21 -5.24 0.46 -0.21  0.27
H22 5.49 -1.09 5.64  0.36
C19 2.42 -2.07 3.46  -0.38
C20 3.26 -2.21 -2.38  -0.85
N9 0.09 2.67 1.19  0.61
N10 -4.08 0.66 1.55  0.36
C21 -3.93 -0.41 2.40  -0.37
C22 3.36 -0.88 -2.45  -0.24
C23 0.45 -3.03 -1.74  0.43
C24 1.89 -0.61 -4.22  -0.16
C25 -5.27 0.96 0.76  -0.94
H23 -2.14 -1.03 3.51  0.55
H24 2.81 -3.74 -3.78  0.25
C26 1.01 3.30 -3.03  0.40
H25 -0.49 -7.27 -0.11  0.34
S5 0.95 0.25 -5.42  -0.57
H26 -4.73 -1.12 2.56  0.43
O8 0.56 -3.83 3.29  -0.73
H27 2.01 3.16 2.01  0.40
Ba1 0.49 -0.74 0.52  1.06
H28 -1.86 6.21 0.69  0.26
N11 -1.24 1.12 -1.21  1.40
H29 -6.15 0.63 1.31  0.41
H30 -2.55 -6.50 1.08  0.31
C27 -1.84 5.71 1.66  -0.91
C28 -1.97 -5.80 0.49  -0.47
C29 2.33 -2.91 -3.29  0.30
H31 1.93 -3.41 5.03  0.54
H32 -1.55 6.43 2.43  0.34
C30 -1.63 -3.50 -0.31  0.66

Calculated values
Total charge   -2
ΔE to the lowest compared entry with this formula, charge and spin   3.5360 eV
HOMO-LUMO gap   0.2094 Eh

***

DFT (ωB97M-V/def2-TZVPD) results for C30H32ClN3PdSSi2 as an isolated structure.

Each line ends with the Mulliken spin population.
Positions of all 70 atoms, in Å:
C1 0.21 -2.58 -5.15  0.01
Cl1 3.19 0.17 -0.18  0.26
H1 1.40 2.88 -0.60  0.00
C2 -2.10 0.12 3.94  0.23
C3 -0.30 1.70 0.02  0.06
H2 -2.84 -2.69 -1.70  0.00
H3 -1.84 -0.50 -1.12  0.01
C4 -1.81 4.02 -0.42  0.00
C5 -1.35 -1.44 -0.80  0.02
C6 -0.29 -3.79 0.27  0.00
C7 1.60 2.38 -4.15  0.02
H4 0.43 -0.43 -4.99  0.00
H5 -1.02 4.16 -5.44  0.00
Si1 1.60 0.11 -2.25  0.16
H6 2.68 2.30 -4.21  0.00
C8 0.86 1.54 -3.30  0.11
C9 1.54 -2.71 -2.70  -0.01
H7 2.39 -0.15 6.33  0.00
C10 0.45 -3.81 -4.56  0.00
H8 -0.13 -2.06 5.60  0.01
C11 -0.45 4.00 -0.74  0.00
H9 -2.43 4.88 -0.71  0.00
N1 1.49 2.08 6.73  0.05
Si2 0.85 0.19 -0.07  0.18
H10 1.02 0.13 1.47  0.07
C12 1.20 -1.46 -3.22  0.08
C13 -0.53 1.57 -3.28  0.01
H11 1.90 -1.52 4.72  -0.02
H12 0.02 4.83 -1.28  0.00
C14 -1.95 -0.96 2.97  0.17
H13 -2.42 -1.02 2.01  0.03
C15 1.44 1.46 5.54  -0.02
H14 2.63 -0.48 3.67  0.00
H15 1.16 -2.51 1.27  0.00
C16 -1.39 -3.85 -0.58  0.01
N2 1.88 -0.56 4.36  0.08
H16 -1.29 0.35 6.00  0.01
C17 0.60 -1.39 -4.50  0.01
C18 1.13 -3.87 -3.35  0.00
Pd1 0.03 -0.11 3.23  0.97
H17 -0.79 -2.86 3.08  0.03
C19 0.34 -2.57 0.54  0.02
C20 -0.74 -1.51 4.89  0.27
H18 -1.84 -4.81 -0.82  0.00
H19 2.11 -2.77 -1.76  0.01
C21 0.32 2.88 -0.43  0.01
C22 -1.61 1.77 0.51  0.00
N3 2.20 0.33 5.44  0.05
C23 -1.20 2.55 -4.01  -0.01
C24 -1.36 -0.24 5.11  0.23
C25 -1.10 -1.96 3.55  0.08
C26 -1.94 -2.67 -1.08  -0.01
H20 -2.68 1.02 3.81  0.02
H21 0.16 -4.72 -5.07  0.00
H22 -1.10 0.86 -2.68  0.00
H23 2.10 1.67 7.50  0.00
H24 1.36 -4.83 -2.90  0.00
H25 0.11 -4.70 0.74  0.00
H26 -0.27 -2.51 -6.11  0.00
C27 -0.10 -1.41 -0.15  0.02
H27 -3.43 2.95 0.53  0.00
C28 -2.37 2.92 0.25  0.01
C29 -0.48 3.41 -4.85  0.02
C30 0.91 3.31 -4.93  0.00
H28 1.03 2.92 6.92  0.00
H29 -2.27 2.62 -3.91  0.00
H30 3.01 0.35 -2.72  0.02
H31 -2.03 0.96 1.10  0.01
H32 1.46 3.97 -5.60  0.00
S1 0.65 2.10 4.19  0.70

Calculated values
Total charge   +2
2S+1   5
HOMO-LUMO gap (spin up / spin down)   0.2311 / 0.0793 Eh

***

DFT (ωB97M-V/def2-TZVPD) results for C30H32Co2O9 as an isolated structure.

Each line ends with the Mulliken charge.
Positions of all 73 atoms, in Å:
C1 2.78 2.01 1.28  0.80
C2 -0.44 0.47 -4.97  -0.01
C3 2.78 1.91 4.85  -0.76
C4 -3.69 -4.11 -4.76  -0.47
C5 0.38 4.55 2.48  -0.77
C6 1.27 0.09 1.88  0.74
H1 -2.98 -0.12 -6.94  0.17
H2 -1.26 -3.91 -2.39  0.33
C7 0.15 -1.86 2.49  0.29
O1 0.21 0.51 1.44  -0.77
C8 -2.63 -3.54 -4.02  0.56
O2 -2.10 2.15 -2.63  -0.43
H3 3.42 2.63 4.31  0.18
H4 0.17 2.49 0.88  0.18
H5 1.24 -3.58 3.23  0.30
H6 1.50 5.65 3.98  0.49
C9 0.99 3.75 4.85  -1.32
C10 -2.29 -1.34 -5.41  0.34
O3 1.36 -1.08 2.56  -0.19
C11 1.40 4.61 3.64  -0.55
C12 -2.74 -5.48 -2.52  -0.63
O4 -4.67 -1.34 -1.77  -0.43
C13 3.13 0.48 4.42  -0.56
H7 0.26 3.38 -0.63  0.34
C14 0.99 4.51 1.06  -1.08
H8 0.04 -2.21 1.45  -0.05
H9 0.30 -2.71 4.47  0.31
C15 -4.29 -5.31 -4.36  -0.50
H10 -0.72 -1.24 2.76  0.28
C16 -3.27 -0.78 -6.11  -0.77
O5 -0.06 -1.66 -0.94  -0.34
C17 -2.00 1.01 -2.79  0.14
Co1 -2.04 -0.77 -2.86  0.21
C18 -0.81 -1.32 -1.75  0.05
C19 3.53 0.28 2.95  -1.51
H11 -4.30 -0.95 -5.82  0.28
Co2 -0.61 -1.32 -4.97  0.02
H12 2.06 4.76 1.10  0.50
H13 -0.09 3.84 5.04  0.38
C20 -2.03 -2.23 -4.34  0.39
C21 0.31 -3.02 3.42  -1.44
H14 1.53 4.12 5.74  0.38
C22 0.07 -1.75 -6.57  0.01
H15 -5.10 -5.74 -4.95  0.33
C23 1.30 2.25 4.67  0.45
H16 4.46 0.85 2.78  0.43
H17 2.32 -0.21 4.68  0.19
H18 -2.34 -6.01 -1.66  0.35
H19 -0.25 5.45 2.55  0.43
C24 0.75 -1.89 -4.03  0.42
C25 0.80 3.18 0.30  -0.18
H20 0.71 1.67 5.40  0.44
H21 1.81 1.51 -0.59  0.24
O6 1.65 -2.31 -3.44  -0.38
H22 3.73 -0.79 2.80  0.36
H23 3.02 2.03 5.93  0.54
O7 0.43 -2.04 -7.64  -0.43
H24 4.02 0.19 5.01  0.40
H25 0.50 5.30 0.47  0.48
C26 -3.61 -1.06 -2.13  0.18
H26 -4.34 -6.90 -2.88  0.35
C27 2.07 2.41 -0.01  -1.29
C28 -3.85 -5.99 -3.21  -0.43
H27 2.38 4.29 3.28  0.24
H28 -0.29 3.68 2.62  0.40
C29 2.56 0.75 1.89  0.11
H29 -0.53 -3.69 3.26  0.45
O8 -0.13 1.58 -5.12  -0.40
H30 0.97 1.91 3.67  -0.46
C30 -2.14 -4.29 -2.92  -0.29
H31 2.75 3.04 -0.60  0.47
H32 -4.05 -3.61 -5.67  0.33
O9 3.54 2.85 1.81  -0.78

Calculated values
Total charge   -2
ΔE to the lowest compared entry with this formula, charge and spin   0.0000 eV
HOMO-LUMO gap   0.2116 Eh

***

DFT (ωB97M-V/def2-TZVPD) results for C30H32FMnN5O8 as an isolated structure.

Each line ends with the Mulliken spin population.
Positions of all 77 atoms, in Å:
C1 2.56 -4.29 5.39  0.01
H1 -5.48 -0.09 -1.42  0.00
C2 1.04 -1.56 -0.34  -0.07
H2 6.46 -0.40 0.18  0.00
C3 -2.23 3.12 -4.10  0.00
H3 -0.16 4.89 2.65  0.00
C4 2.87 -0.45 -2.07  0.15
H4 -1.78 5.74 -4.50  0.00
H5 3.57 -4.87 1.73  0.00
H6 -0.99 6.28 3.38  0.00
H7 0.83 -4.52 4.15  0.00
C5 -1.03 5.54 2.58  0.00
C6 1.92 -2.95 1.96  0.16
H8 -0.94 -2.04 0.37  0.05
H9 -5.55 0.16 0.35  0.00
H10 -0.74 3.94 0.68  0.00
C7 -4.06 2.09 1.35  -0.01
H11 4.73 -4.79 3.93  0.00
O1 -4.61 0.52 -4.03  0.00
H12 5.19 0.75 -0.29  0.00
C8 -3.27 1.69 0.25  0.02
O2 -0.70 -0.82 -1.73  0.06
C9 -2.00 2.36 0.02  0.01
O3 -1.17 2.06 -0.89  0.07
N1 3.13 -5.63 5.00  0.00
H13 3.61 -0.03 -2.74  0.02
N2 2.47 -3.70 3.05  0.01
C10 3.01 -4.99 2.65  0.04
C11 0.58 -2.83 1.66  -0.13
O4 2.01 0.67 -4.46  0.01
C12 2.43 -1.69 -0.08  -0.06
C13 1.18 0.45 -3.60  0.01
H14 -5.86 2.50 -5.23  0.00
H15 -4.31 3.41 3.01  0.00
C14 2.85 -2.35 1.07  0.14
C15 1.67 -3.82 4.26  0.03
C16 -1.67 3.44 0.90  0.02
C17 3.93 -5.51 3.74  0.00
C18 -2.14 5.19 -5.37  0.00
H16 3.40 -3.61 5.54  0.00
C19 -4.18 3.80 -5.31  0.00
C20 -2.49 3.80 1.93  0.00
H17 5.22 -1.22 -1.81  0.01
H18 -4.64 -1.19 -0.34  0.00
C21 0.57 -0.88 -1.49  0.16
C22 5.38 -0.25 0.11  0.01
O5 -1.17 3.46 -3.58  0.01
H19 -1.03 6.05 1.62  0.00
H20 3.67 -6.04 5.76  0.00
H21 2.01 -4.40 6.32  0.00
C23 -4.82 2.67 -4.97  0.00
H22 -1.27 4.89 -5.95  0.00
H23 -2.78 5.83 -5.98  0.00
H24 -4.66 4.59 -5.86  0.00
H25 4.36 -6.48 3.50  0.00
N3 -2.89 4.02 -4.95  0.00
H26 4.95 -0.31 1.11  0.00
H27 2.34 -6.25 4.81  0.00
C24 -3.68 0.67 -0.65  0.02
H28 -5.00 1.58 1.55  0.00
H29 2.21 -5.74 2.47  0.00
O6 -0.06 0.83 -3.66  0.03
C25 -4.93 -0.15 -0.48  0.00
H30 3.90 -2.41 1.34  0.06
O7 -2.23 4.82 2.79  0.00
H31 4.97 -2.30 -0.45  -0.01
C26 0.12 -2.14 0.57  0.35
O8 -3.02 0.39 -1.67  -0.01
C27 -3.70 3.11 2.18  0.01
F1 -0.35 -3.41 2.48  0.00
C28 1.56 -0.30 -2.35  -0.04
Mn1 -1.54 0.79 -2.60  3.88
N4 3.33 -1.14 -0.98  0.02
N5 -2.81 1.91 -3.88  -0.05
C29 -4.11 1.62 -4.26  0.01
C30 4.76 -1.30 -0.82  0.02
H32 1.26 -2.84 4.50  -0.01

Calculated values
Total charge   0
2S+1   6
ΔE to the lowest compared entry with this formula, charge and spin   0.0000 eV
HOMO-LUMO gap (spin up / spin down)   0.1092 / 0.2073 Eh

***

> Look up the total charge of the third one.

-2